Molecular formula: C5H10N3
Method: DFT, ωB97M-V with the def2-TZVPD basis set

Geometry as ORCA input:
```
! RIJCOSX wB97M-V def2-TZVPD def2/J DEFGRID3
* xyz 1 1
C -1.22 1.04 0.84
C -0.25 1.06 -1.03
C 0.10 1.46 -2.26
C 0.32 -0.27 2.23
C 0.10 -2.14 -1.01
N -1.34 1.50 -0.37
N -0.06 0.31 0.99
N 0.53 0.21 -0.22
H -1.92 1.26 1.64
H 1.02 1.10 -2.72
H -0.59 2.11 -2.87
H 1.09 -1.16 2.01
H 0.87 0.47 2.94
H -0.66 -0.48 2.72
H 1.06 -2.65 -0.73
H -0.54 -2.39 -0.19
H -0.04 -1.62 -1.84
H 1.53 0.19 -0.12
*
```

Summary:
**HOMO (alpha / beta)**: -0.4862 / -0.4556 hartree
**HOMO-LUMO gap (alpha / beta)**: 9.29 / 6.23 eV

***

Molecular formula: C3H7NO
Method: DFT, ωB97M-V with the def2-TZVPD basis set

Geometry as ORCA input:
```
! RIJCOSX wB97M-V def2-TZVPD def2/J DEFGRID3
* xyz 0 1
C -0.18 -0.21 0.30
C 1.01 -0.90 -0.31
C -0.04 1.30 0.21
N -2.71 -0.69 0.34
O -3.28 0.08 -0.43
H 1.64 -0.39 -0.99
H 1.44 -1.42 0.51
H 0.60 -1.67 -0.86
H 0.86 1.30 0.91
H 0.36 1.52 -0.74
H -0.94 1.89 0.48
H -1.94 -1.41 -0.09
*
```

Summary:
**HOMO (alpha / beta)**: -0.3095 / -0.3094 hartree
**HOMO-LUMO gap (alpha / beta)**: 8.24 / 8.24 eV

***

Molecular formula: C40H37BCl2N9O2S2Sc
Method: DFT, ωB97M-V with the def2-TZVPD basis set

Geometry as ORCA input:
```
! RIJCOSX wB97M-V def2-TZVPD def2/J DEFGRID3
* xyz -2 1
Sc 0.64 -1.24 0.43
C -1.77 -5.02 1.92
C -1.51 -3.64 1.82
N -0.39 -3.42 1.16
N 0.11 -4.63 0.83
C -0.69 -5.60 1.28
B 1.50 -4.77 0.16
N 2.52 -3.98 0.98
C 3.70 -4.40 1.48
C 4.29 -3.35 2.13
C 3.39 -2.29 1.98
N 2.33 -2.69 1.29
N 1.46 -4.19 -1.27
C 1.35 -4.82 -2.45
C 1.40 -3.88 -3.45
C 1.54 -2.66 -2.76
N 1.57 -2.87 -1.46
H -2.59 -5.51 2.41
H -2.07 -2.81 2.21
H -0.43 -6.64 1.12
H 1.80 -5.94 0.12
H 4.01 -5.42 1.33
H 5.24 -3.34 2.64
H 3.43 -1.27 2.32
H 1.26 -5.90 -2.49
H 1.33 -4.03 -4.51
H 1.58 -1.66 -3.14
S -0.20 -1.21 3.09
C 0.18 0.30 3.88
C -0.36 0.61 5.13
C -0.04 1.79 5.79
C 0.85 2.69 5.20
C 1.39 2.39 3.96
C 1.06 1.22 3.28
S 1.74 0.87 1.71
H -1.05 -0.10 5.58
H -0.48 2.00 6.76
H 1.12 3.61 5.71
H 2.09 3.07 3.49
C -2.93 -1.88 -3.35
C -2.31 -0.66 -3.14
C -1.36 -0.50 -2.14
C -0.96 -1.54 -1.27
C -1.61 -2.77 -1.53
C -2.56 -2.94 -2.53
H -3.66 -2.01 -4.13
H -2.58 0.20 -3.76
H -0.91 0.48 -2.02
H -1.37 -3.64 -0.93
H -3.01 -3.92 -2.68
Cl 0.12 4.55 1.01
C -0.65 4.61 -0.54
C -1.85 5.29 -0.62
C -2.60 5.24 -1.78
C -2.14 4.51 -2.86
C -0.92 3.86 -2.77
Cl -0.37 2.96 -4.15
C -0.12 3.91 -1.63
N 1.08 3.20 -1.61
C 2.33 3.68 -1.27
C 2.56 5.04 -1.02
C 3.82 5.48 -0.66
C 4.88 4.59 -0.55
C 4.66 3.26 -0.87
C 3.42 2.78 -1.26
C 3.31 1.38 -1.82
C 2.42 0.37 -1.09
O 2.92 -0.62 -0.53
O 1.16 0.54 -1.15
H -2.22 5.81 0.26
H -3.55 5.75 -1.84
H -2.71 4.43 -3.78
H 0.98 2.16 -1.61
H 1.75 5.74 -1.09
H 3.97 6.53 -0.44
H 5.86 4.92 -0.23
H 5.48 2.55 -0.84
H 4.31 0.95 -1.89
H 2.91 1.46 -2.84
C -5.95 -1.04 -0.32
C -4.70 -0.44 0.22
C -4.34 0.86 0.50
C -2.97 0.79 0.87
N -2.54 -0.45 0.83
N -3.60 -1.19 0.46
C -2.06 1.89 1.30
H -6.73 -0.28 -0.36
H -6.31 -1.86 0.30
H -5.80 -1.42 -1.33
H -4.96 1.73 0.42
H -3.43 -2.15 0.20
H -2.41 2.85 0.92
H -1.04 1.72 0.94
H -1.99 1.94 2.39
*
```

Summary:
**HOMO**: -0.0371 hartree
**HOMO-LUMO gap**: 5.15 eV